ORCA calculation (ωB97M-V with the def2-TZVPD basis set) on an isolated ion of composition C7H13I3N and charge +1.

```
! RIJCOSX wB97M-V def2-TZVPD def2/J DEFGRID3
* xyz 1 1
C 0.874 -0.434 1.252
C 2.695 0.265 -0.466
C -0.379 0.431 0.783
C 2.235 0.144 1.011
C 1.983 1.328 -1.107
C -0.814 -0.995 -1.153
C -1.720 1.349 -1.130
N -0.844 0.343 -0.627
I 3.872 -0.878 2.115
I 1.485 1.111 -3.077
I 1.616 3.115 -0.290
H 0.631 -0.417 2.427
H 0.672 -1.507 0.936
H 3.814 0.371 -0.445
H 2.545 -0.755 -0.848
H -1.169 0.291 1.474
H -0.061 1.554 0.866
H 2.363 1.137 1.332
H 0.184 -1.260 -1.460
H -1.096 -1.714 -0.472
H -1.577 -1.043 -1.912
H -2.790 1.157 -0.866
H -1.501 2.389 -0.852
H -1.710 1.282 -2.293
*
```

lowest unoccupied orbital energy (spin up / spin down) = -6.4 / -6.4 eV
Kohn-Sham gap (spin up / spin down) = 0.2057 / 0.2051 Ha
E_HOMO (spin up / spin down) = -11.97 / -11.96 eV

Here are the Mulliken charges for atoms 1 to 8, given in e: -0.29 -0.42 -0.87 -1.10 -0.38 -1.26 -0.94 0.43

ORCA calculation (ωB97M-V with the def2-TZVPD basis set) on one molecule with the formula C2H2ClF2NO.

```
! RIJCOSX wB97M-V def2-TZVPD def2/J DEFGRID3
* xyz 0 1
C 1.022 -0.253 0.085
C -1.345 0.336 -0.111
N 1.965 -1.026 -0.234
O -0.335 -0.594 -0.039
F -1.306 1.156 0.966
F -1.365 1.078 -1.232
Cl -2.880 -0.638 0.010
H 1.313 0.625 0.689
H 2.931 -0.683 -0.134
*
```

lowest unoccupied orbital energy = 0.8 eV
energy relative to the best compared isomer or geometry (same formula, charge and spin) = 0.790 eV
Kohn-Sham gap = 0.4235 Ha
structure (SMILES) = [H]/N=C/OC(F)(F)Cl
E_HOMO = -10.76 eV

Here are the Mulliken charges for atoms 1 to 8, given in e: 0.16 0.70 -0.56 -0.34 -0.21 -0.19 -0.14 0.29

ORCA calculation (ωB97M-V with the def2-TZVPD basis set) on C3H8N2O2 as an isolated structure.

```
! RIJCOSX wB97M-V def2-TZVPD def2/J DEFGRID3
* xyz 0 1
C -0.024 -0.706 -0.135
C 0.726 -0.481 -1.422
C -0.709 0.687 0.728
N 0.752 -0.746 1.034
N -0.067 1.838 0.339
O -1.068 -1.596 -0.261
O -1.907 0.471 0.972
H -1.859 -1.118 0.094
H 0.462 -1.560 1.581
H 0.204 0.191 1.740
H 0.194 2.523 1.028
H 0.552 1.819 -0.455
H 0.080 0.011 -2.151
H 1.625 0.110 -1.258
H 1.038 -1.443 -1.834
*
```

lowest unoccupied orbital energy = -0.1 eV
energy relative to the best compared isomer or geometry (same formula, charge and spin) = 4.423 eV
Kohn-Sham gap = 0.3127 Ha
E_HOMO = -8.63 eV

Here are the Mulliken charges for atoms 1 to 8, given in e: 0.42 -1.46 0.60 -0.49 -0.35 -0.64 -0.62 0.41

ORCA calculation (ωB97M-V with the def2-TZVPD basis set) on C23H34BrN3PdSb2 as an isolated structure.

```
! RIJCOSX wB97M-V def2-TZVPD def2/J DEFGRID3
* xyz 2 1
Pd 0.345 0.996 0.033
C -4.714 3.548 -1.417
C -3.297 3.694 -0.936
C -2.823 4.876 -0.377
C -1.539 4.938 0.134
C -0.771 3.791 0.076
Br 0.952 3.760 0.805
N -1.176 2.646 -0.474
C -2.419 2.624 -0.979
H -5.125 4.507 -1.726
H -5.342 3.172 -0.606
H -4.789 2.849 -2.248
H -3.456 5.754 -0.343
H -1.141 5.842 0.570
H -2.718 1.703 -1.453
C -3.313 -0.758 -0.448
Sb -1.705 -0.276 0.830
C -2.553 1.057 2.234
C -1.742 -2.024 2.037
C -1.630 -3.269 1.207
C -2.770 -3.913 0.739
C -2.675 -5.062 -0.033
C -1.427 -5.573 -0.352
C -0.285 -4.932 0.107
C -0.374 -3.793 0.901
C 0.874 -3.157 1.438
Sb 1.465 -1.430 0.277
C 1.069 -2.174 -1.656
C 3.556 -1.678 0.339
H -4.211 -0.749 0.169
H -3.142 -1.755 -0.847
H -3.421 -0.063 -1.272
H -3.290 0.518 2.828
H -3.025 1.893 1.720
H -1.769 1.438 2.886
H -2.708 -1.955 2.540
H -0.957 -1.915 2.782
H -3.748 -3.532 1.013
H -3.572 -5.556 -0.382
H -1.341 -6.471 -0.949
H 0.692 -5.344 -0.121
H 1.745 -3.804 1.328
H 0.796 -2.832 2.472
H 1.655 -3.080 -1.805
H 1.353 -1.428 -2.396
H 0.010 -2.402 -1.754
H 3.729 -2.737 0.149
H 3.956 -1.405 1.312
H 4.024 -1.072 -0.432
C 5.521 2.049 -2.596
C 4.587 1.743 -1.476
C 4.745 1.821 -0.108
C 3.517 1.438 0.449
N 2.645 1.134 -0.519
N 3.323 1.328 -1.675
C 3.205 1.343 1.907
H 6.541 2.099 -2.225
H 5.279 3.016 -3.040
H 5.471 1.294 -3.380
H 5.631 2.133 0.421
H 2.873 1.160 -2.559
H 3.905 0.665 2.399
H 2.190 0.996 2.091
H 3.314 2.316 2.388
*
```

lowest unoccupied orbital energy = -7.0 eV
energy relative to the best compared isomer or geometry (same formula, charge and spin) = 0.602 eV
Kohn-Sham gap = 0.2506 Ha
E_HOMO = -13.85 eV

Here are the Mulliken charges for atoms 1 to 8, given in e: -0.14 -1.43 0.77 -0.44 -0.71 0.43 -0.09 0.04

ORCA calculation (ωB97M-V with the def2-TZVPD basis set) on C42H69As3BCsF4NO4PSi2 as an isolated structure.

```
! RIJCOSX wB97M-V def2-TZVPD def2/J DEFGRID3
* xyz -2 1
Cs -18.990 -9.378 6.142
O -18.945 -14.539 3.284
C -19.124 -14.519 2.136
C -19.121 -14.292 0.773
C -19.573 -15.298 -0.152
C -19.891 -14.920 -1.399
C -19.996 -13.591 -1.791
C -19.439 -12.601 -1.012
C -19.052 -12.894 0.320
P -18.381 -11.658 1.402
C -18.055 -10.328 0.321
C -19.079 -9.573 -0.323
C -18.800 -8.407 -1.015
C -17.516 -7.872 -0.969
C -16.436 -8.650 -0.434
C -16.730 -9.863 0.163
C -16.714 -12.209 1.872
C -16.206 -12.153 3.197
C -15.041 -12.777 3.554
C -14.415 -13.666 2.668
C -14.848 -13.718 1.331
C -16.033 -13.069 0.941
H -19.724 -16.293 0.264
H -20.110 -15.716 -2.168
H -20.379 -13.316 -2.752
H -19.305 -11.648 -1.494
H -20.194 -9.845 -0.264
H -19.624 -7.897 -1.539
H -17.304 -6.871 -1.381
H -15.481 -8.220 -0.313
H -15.943 -10.545 0.368
H -16.744 -11.539 3.889
H -14.601 -12.632 4.560
H -13.453 -14.215 2.935
H -14.371 -14.323 0.562
H -16.392 -13.145 -0.077
C -12.366 -10.266 8.853
Si -14.196 -10.834 8.855
C -14.547 -11.445 7.093
C -14.403 -12.317 10.105
C -15.488 -9.573 9.338
C -16.756 -9.946 9.821
C -17.201 -9.333 11.037
C -18.218 -9.909 11.765
C -18.989 -10.927 11.182
C -18.654 -11.270 9.841
N -17.644 -10.804 9.158
Si -15.068 -7.729 9.586
C -14.090 -7.050 8.069
C -16.587 -6.642 9.471
C -14.147 -7.362 11.199
H -11.770 -11.087 9.184
H -12.154 -9.466 9.596
H -12.109 -9.885 7.831
H -13.978 -12.421 7.093
H -14.125 -10.739 6.340
H -15.626 -11.774 6.977
H -14.112 -13.307 9.730
H -15.497 -12.380 10.366
H -13.755 -12.105 10.999
H -16.599 -8.591 11.550
H -18.269 -9.705 12.820
H -19.832 -11.384 11.669
H -19.253 -12.035 9.332
H -13.293 -7.843 8.024
H -13.671 -6.078 8.347
H -14.691 -6.949 7.125
H -17.465 -7.159 9.061
H -16.331 -5.783 8.862
H -16.736 -6.301 10.505
H -13.060 -7.523 11.033
H -14.494 -8.046 12.034
H -14.319 -6.328 11.555
C -22.865 -9.589 6.492
As -23.187 -9.348 8.450
C -23.851 -11.054 9.322
C -25.061 -8.434 8.414
C -25.315 -7.455 9.571
C -26.695 -6.769 9.211
C -24.218 -6.339 9.684
As -22.411 -7.060 9.228
C -21.484 -7.208 10.969
C -21.710 -5.675 8.100
C -25.305 -8.078 10.954
As -26.717 -9.573 11.342
C -25.820 -10.300 12.964
C -28.089 -8.477 12.214
H -23.671 -10.240 6.153
H -21.916 -10.134 6.368
H -22.950 -8.645 5.972
H -24.887 -10.906 9.689
H -23.208 -11.306 10.118
H -23.921 -11.953 8.705
H -25.759 -9.283 8.399
H -25.177 -7.941 7.453
H -26.480 -6.163 8.329
H -27.033 -6.210 10.126
H -27.398 -7.597 8.989
H -24.036 -6.061 10.719
H -24.469 -5.407 9.152
H -20.995 -6.262 11.158
H -20.739 -7.991 10.973
H -22.168 -7.334 11.823
H -21.712 -4.754 8.690
H -22.340 -5.453 7.224
H -20.699 -5.934 7.661
H -25.518 -7.337 11.732
H -24.334 -8.550 11.244
H -24.884 -10.885 12.823
H -26.623 -11.052 13.261
H -25.702 -9.585 13.868
H -28.483 -7.825 11.380
H -27.903 -7.915 13.152
H -28.836 -9.251 12.434
O -19.797 -14.290 6.358
H -20.754 -14.198 6.537
H -19.592 -14.732 5.510
O -18.010 -12.386 6.892
H -18.501 -13.213 6.994
H -17.668 -12.099 7.770
O -20.638 -8.158 4.291
H -21.139 -8.187 3.438
H -19.882 -7.534 4.177
F -18.251 -6.699 4.817
B -17.706 -6.206 6.093
F -18.794 -5.608 6.797
F -17.211 -7.314 6.910
F -16.675 -5.272 5.837
*
```

lowest unoccupied orbital energy = 3.1 eV
Kohn-Sham gap = 0.1193 Ha
E_HOMO = -0.12 eV

Here are the Mulliken charges for atoms 1 to 8, given in e: 0.72 -0.52 0.07 0.86 -1.33 -0.09 -1.19 -0.23

ORCA calculation (ωB97M-V with the def2-TZVPD basis set) on C49H52Cl3N3O4PPmS2 as an isolated structure.

```
! RIJCOSX wB97M-V def2-TZVPD def2/J DEFGRID3
* xyz 0 5
Pm -0.130 0.123 1.175
C 0.924 -3.080 -5.331
C 0.199 -4.384 -4.978
C -1.123 -4.421 -5.754
C 1.098 -5.546 -5.429
C -0.047 -4.527 -3.480
C -0.446 -5.758 -2.941
C -0.462 -5.983 -1.579
C -0.078 -4.957 -0.731
S 0.335 -5.008 0.956
C 0.820 -3.311 0.848
N 0.568 -2.746 -0.293
C 0.168 -3.663 -1.231
C 0.190 -3.478 -2.614
C 1.633 -2.696 1.875
C 2.385 -3.546 2.692
C 3.329 -3.026 3.549
C 3.505 -1.651 3.599
C 2.739 -0.818 2.797
C 1.761 -1.278 1.893
H 1.165 -3.085 -6.392
H 1.854 -2.988 -4.775
H 0.302 -2.208 -5.139
H -0.925 -4.401 -6.824
H -1.740 -3.558 -5.507
H -1.685 -5.322 -5.523
H 1.413 -5.396 -6.459
H 0.579 -6.498 -5.369
H 1.983 -5.598 -4.798
H -0.699 -6.574 -3.602
H -0.714 -6.952 -1.181
H 0.477 -2.518 -3.002
H 2.240 -4.617 2.624
H 3.938 -3.684 4.151
H 4.240 -1.230 4.269
H 2.911 0.254 2.877
C -5.826 5.085 2.981
C -4.413 4.629 2.798
C -3.673 4.995 1.679
C -2.395 4.501 1.487
C -1.851 3.646 2.425
C -2.557 3.290 3.558
C -3.834 3.787 3.741
S -0.258 2.931 2.062
O 0.773 3.936 2.156
O -0.377 2.349 0.716
N -0.030 1.642 2.963
C 0.293 1.686 4.289
C 0.508 2.841 5.024
C 0.789 2.778 6.390
C 0.872 1.576 7.045
C 0.671 0.375 6.338
C 0.714 -0.894 6.951
C 0.446 -2.006 6.202
C 0.168 -1.853 4.835
N 0.150 -0.696 4.216
C 0.383 0.417 4.949
H -6.094 5.839 2.247
H -5.977 5.489 3.980
H -6.494 4.233 2.862
H -4.109 5.653 0.942
H -1.811 4.751 0.613
H -2.117 2.623 4.284
H -4.397 3.494 4.613
H 0.466 3.793 4.517
H 0.939 3.703 6.931
H 1.082 1.530 8.104
H 0.947 -0.963 8.006
H 0.430 -2.988 6.648
H -0.055 -2.727 4.236
Cl -2.703 -0.356 4.284
C -3.212 -0.958 2.706
Cl -4.693 -1.875 2.839
Cl -1.925 -1.997 2.048
C -3.332 0.374 1.812
O -4.286 1.075 2.040
O -2.369 0.496 1.033
C 2.674 -1.040 -1.748
C 2.456 0.357 -2.320
C 2.741 0.369 -3.817
C 3.449 1.279 -1.602
P 0.760 1.019 -1.673
C 1.028 2.772 -2.150
C 1.413 3.693 -1.182
C 1.684 5.005 -1.527
C 1.589 5.415 -2.847
C 1.191 4.508 -3.814
C 0.908 3.199 -3.472
C -0.858 0.646 -2.656
C -1.495 -0.566 -1.966
C -0.770 0.382 -4.168
C -1.772 1.843 -2.368
H 2.100 -1.792 -2.271
H 3.723 -1.320 -1.829
H 2.393 -1.062 -0.690
H 3.813 0.233 -3.967
H 2.468 1.315 -4.276
H 2.239 -0.446 -4.335
H 4.446 0.843 -1.635
H 3.165 1.391 -0.551
H 3.501 2.261 -2.064
H 1.478 3.395 -0.146
H 1.972 5.704 -0.757
H 1.815 6.434 -3.124
H 1.093 4.820 -4.843
H 0.580 2.515 -4.238
H -0.895 -1.464 -2.069
H -2.479 -0.764 -2.395
H -1.644 -0.361 -0.895
H -1.431 -0.442 -4.437
H 0.233 0.116 -4.482
H -1.092 1.249 -4.740
H -1.837 2.021 -1.292
H -2.776 1.640 -2.741
H -1.417 2.753 -2.845
*
```

lowest unoccupied orbital energy (spin up / spin down) = 0.1 / 0.1 eV
expectation value of S² = 6.005
Kohn-Sham gap (spin up / spin down) = 0.2941 / 0.2949 Ha
E_HOMO (spin up / spin down) = -7.90 / -7.91 eV

Here are the Mulliken charges for atoms 1 to 8, given in e: -0.09 -1.88 2.10 -1.76 -1.84 -0.62 -0.42 -1.29